C40H53ClN4O3PSSiW | the ωB97M-V functional and the def2-TZVPD basis

Last column: Mulliken charge in e.
Element x y z (Å)
W 1.2822 -0.4701 -1.0816  0.85
O -1.9663 3.5628 2.5001  -0.24
S -1.2203 2.8581 1.1922  1.11
O -1.4958 3.5068 -0.0650  -0.68
O -1.6076 1.4340 1.2676  -0.03
C 0.4725 3.2813 1.6812  0.15
C 0.6626 4.5884 2.1148  -0.55
C 1.9507 5.1043 2.2363  -0.80
C 3.0526 4.3373 1.8761  -0.83
C 2.8336 2.9722 1.7523  -0.30
C 1.5874 2.4278 1.4758  0.05
P 1.4410 0.7221 0.9612  0.90
C 2.8706 0.2727 -0.1954  0.50
C 3.2424 -1.1591 -0.5136  -0.80
C 4.5261 -1.3467 -1.0537  -0.71
C 5.3718 -0.2863 -1.4720  -1.15
C 4.8740 1.0054 -1.3114  -0.79
C 3.6203 1.3099 -0.7987  -0.65
C 1.4524 0.0675 2.6045  1.19
C 2.5822 -0.5511 3.0707  -0.65
C 2.7017 -0.8266 4.4302  -0.77
C 1.6665 -0.4724 5.2978  -0.63
C 0.4996 0.0944 4.8336  -0.92
C 0.3106 0.2727 3.4528  0.15
H -0.2408 5.1869 2.2340  0.58
H 2.0938 6.1397 2.5715  0.40
H 4.0970 4.7329 1.8221  0.43
H 3.6635 2.2447 1.6752  0.67
H 2.8757 -1.9027 0.1919  0.23
H 4.8365 -2.3567 -1.3470  0.40
H 6.3060 -0.5134 -1.9849  0.42
H 5.4406 1.8709 -1.5785  0.52
H 3.2748 2.3525 -0.6440  0.87
H 3.2945 -0.9119 2.3702  0.43
H 3.5878 -1.4059 4.7949  0.36
H 1.7226 -0.7314 6.3400  0.43
H -0.2736 0.3497 5.5924  0.37
H -0.5796 0.6614 3.0280  0.44
Cl -5.3464 1.8765 0.9345  -0.20
C -5.0006 1.4742 2.5471  0.59
C -5.5482 0.3057 3.0727  -0.46
C -5.0470 -0.1537 4.2797  -0.50
C -3.8986 0.4577 4.8336  -0.39
C -3.4477 1.6689 4.3987  -0.24
C -3.9833 2.2044 3.2237  0.37
C -3.4505 3.5148 2.6656  -1.23
H -6.2735 -0.3118 2.4931  0.39
H -5.5031 -1.0835 4.7356  0.31
H -3.3947 -0.0356 5.7198  0.32
H -2.6692 2.3112 4.9647  0.30
H -3.9655 3.7734 1.6854  0.42
H -3.6052 4.3172 3.3763  0.32
C 1.0674 0.0976 -4.2780  -0.19
N 0.8945 0.6537 -2.8405  -0.19
C -0.5985 0.9426 -2.6022  -0.16
N -1.0627 1.9558 -3.5712  0.23
C -0.8822 1.4056 -4.8845  -0.96
N 0.5225 1.1200 -5.2208  -0.02
C 1.2562 2.4201 -5.0467  -0.71
N 1.1257 2.9699 -3.6770  0.20
C 1.6242 1.9521 -2.7343  -0.35
C -0.2900 3.1681 -3.4355  -0.73
H 0.4310 -0.8163 -4.3190  0.25
H 2.1498 -0.0288 -4.4182  0.24
H -0.8161 1.3779 -1.5729  0.07
H -1.1380 0.0055 -2.8007  0.04
H -1.1822 2.0649 -5.7026  0.40
H -1.4994 0.5443 -5.0480  0.36
H 0.8638 3.1497 -5.8075  0.32
H 2.3289 2.3326 -5.2771  0.33
H 1.5327 2.3216 -1.7412  0.00
H 2.6781 1.7638 -2.9305  0.21
H -0.6978 3.8695 -4.2096  0.44
H -0.4902 3.5583 -2.4512  0.26
C 0.6597 -3.4406 1.0571  -1.35
Si -0.0638 -2.5612 -0.5460  -0.73
C -2.0512 -2.4444 -0.1536  2.57
C -2.8156 -1.6468 -1.2267  -1.28
C -2.1285 -1.5747 1.2060  -2.58
C -2.5984 -3.8554 0.1457  -1.23
C 0.1058 -4.1074 -1.8308  2.22
C -1.1194 -4.1116 -2.8673  -1.16
C 1.4002 -3.8177 -2.6560  -1.65
C 0.3511 -5.4570 -1.1108  -1.59
H -0.0530 -4.2469 1.3720  0.52
H 0.7542 -2.6586 1.8330  0.13
H 1.6922 -3.8164 0.9422  0.30
H -2.3228 -0.6637 -1.3628  0.06
H -3.8638 -1.3327 -0.9943  0.43
H -2.8483 -2.1314 -2.2312  0.23
H -1.4211 -0.7452 1.2051  0.27
H -1.9519 -2.1433 2.1316  0.42
H -3.1055 -1.1275 1.3860  0.66
H -1.7894 -4.6496 0.1393  0.05
H -3.3555 -4.2088 -0.5586  0.33
H -3.1259 -3.8645 1.1617  0.40
H -0.9765 -3.2726 -3.6203  0.10
H -2.0781 -3.9298 -2.3607  0.15
H -1.1748 -5.0631 -3.3792  0.48
H 1.4122 -2.9653 -3.3345  0.12
H 1.5930 -4.6863 -3.2669  0.57
H 2.2876 -3.6366 -2.0470  0.32
H -0.5347 -5.6613 -0.4440  0.44
H 1.2123 -5.4538 -0.4247  0.29
H 0.4163 -6.2957 -1.8474  0.48

Its charge is +1. The LUMO energy (alpha / beta) is -3.74 / -3.58 eV. The spin multiplicity is 3. The calculation puts the orbital gap (alpha / beta) at 5.62 / 6.36 eV.



C40H53N4O4PPtS2Se2 | the ωB97M-V functional and the def2-TZVPD basis

Last column: Mulliken charge in e.
Element x y z (Å)
Pt 0.0845 -0.1688 0.5018  1.60
O -0.4042 -4.6020 3.2940  -0.71
C -0.9009 -3.4244 3.9357  -1.00
C -2.2147 -2.9334 3.3284  2.54
C -3.3101 -4.0048 3.5770  -1.13
O -3.0485 -5.2651 2.9874  -0.61
C -2.7461 -1.7181 4.1222  -1.68
Se -1.5774 -0.3646 4.9245  -0.26
C -2.1326 -2.7323 1.7920  0.23
Se -0.4130 -2.5872 0.8383  -0.54
H -0.0220 -4.2796 2.4546  0.31
H -0.1528 -2.6314 3.8795  0.21
H -1.0529 -3.6754 4.9900  0.45
H -4.2597 -3.6428 3.1675  0.38
H -3.4408 -4.1277 4.6619  0.45
H -2.0819 -5.3759 3.0072  0.47
H -3.2164 -2.0888 5.0410  0.57
H -3.5183 -1.2032 3.5501  0.29
H -2.7586 -1.8911 1.5062  -1.39
H -2.5763 -3.6214 1.3444  0.59
S -0.6557 0.2461 2.9451  0.46
C -0.9192 2.0061 2.8529  0.11
C -1.6937 2.6866 3.7797  -0.34
C -1.9044 4.0598 3.7047  -0.09
C -2.7255 4.7055 4.6845  -0.24
N -3.3807 5.2225 5.4779  -0.64
C -1.3025 4.7814 2.6638  0.47
C -0.5236 4.1057 1.7405  -0.86
C -0.3027 2.7216 1.7950  0.46
S 0.7303 2.0599 0.5592  -0.53
C -1.4916 6.1982 2.5336  -0.15
N -1.6369 7.3351 2.4311  -0.63
H -2.1689 2.1467 4.5880  0.44
H -0.0730 4.6556 0.9242  0.44
C -3.1985 1.6680 -3.9790  -2.03
C -2.2153 1.0043 -3.0097  2.28
C -1.7713 -0.3337 -3.6182  -2.06
C -0.9418 1.8581 -2.9123  -1.64
P -2.8143 0.6650 -1.2177  -0.35
N -1.6319 0.4831 -0.2931  0.47
C -4.0733 -0.7807 -1.3420  2.94
C -5.0929 -0.7557 -2.4848  -2.15
C -4.8474 -0.8142 -0.0161  -2.00
C -3.2791 -2.0909 -1.4305  -1.79
C -3.8086 2.2018 -0.6676  2.62
C -2.9255 3.4313 -0.9300  -2.04
C -3.9714 2.1358 0.8576  -1.85
C -5.1823 2.4463 -1.2983  -2.09
H -2.7304 1.7277 -4.9696  0.52
H -3.4491 2.6860 -3.6828  0.30
H -4.1272 1.1079 -4.0905  0.24
H -1.1887 -0.1294 -4.5230  0.69
H -2.6143 -0.9592 -3.9104  0.27
H -1.1351 -0.8895 -2.9265  0.20
H -0.3968 1.7872 -3.8604  0.54
H -0.2980 1.4975 -2.1099  0.09
H -1.1490 2.9101 -2.7310  0.27
H -5.6827 0.1596 -2.5177  0.26
H -5.7892 -1.5927 -2.3489  0.57
H -4.6181 -0.8915 -3.4567  0.28
H -5.6201 -0.0475 0.0263  0.34
H -4.1808 -0.6729 0.8345  -0.15
H -5.3415 -1.7864 0.0867  0.71
H -2.9351 -2.3038 -2.4403  0.35
H -3.9256 -2.9214 -1.1239  0.56
H -2.4057 -2.0784 -0.7809  0.09
H -1.9096 3.2569 -0.5713  0.15
H -3.3414 4.2865 -0.3864  0.66
H -2.8866 3.7038 -1.9837  0.31
H -3.0266 1.8557 1.3156  0.22
H -4.7287 1.4247 1.1791  0.22
H -4.2682 3.1236 1.2277  0.67
H -5.1505 2.4867 -2.3873  0.27
H -5.5610 3.4122 -0.9445  0.52
H -5.9118 1.6916 -1.0057  0.32
C 7.7088 0.0527 -5.0899  -1.41
C 7.7093 0.0366 -3.5841  1.32
C 8.7863 0.5791 -2.8903  -0.93
C 8.7827 0.5826 -1.5047  -0.85
C 7.7173 0.0456 -0.8062  -0.86
C 6.6346 -0.5253 -1.4839  0.28
N 5.5309 -1.0513 -0.8222  -0.02
C 5.4466 -1.4195 0.5136  0.20
C 6.5398 -1.9579 1.2039  -0.49
C 6.4170 -2.3623 2.5211  -0.55
C 5.2015 -2.2527 3.1820  -0.83
C 4.1083 -1.7490 2.4957  -0.71
C 4.2011 -1.3321 1.1729  0.01
C 2.9412 -0.8372 0.4801  1.02
O 1.9442 -0.7224 1.2548  -1.00
O 2.9478 -0.6102 -0.7430  -1.06
C 6.6326 -0.5245 -2.8935  0.36
C 5.4820 -1.1125 -3.6681  -1.57
H 8.6164 0.5214 -5.4706  0.38
H 6.8506 0.6036 -5.4820  0.30
H 7.6491 -0.9575 -5.5023  0.31
H 9.6168 1.0083 -3.4394  0.30
H 9.6074 1.0273 -0.9599  0.36
H 7.6993 0.0927 0.2731  0.64
H 4.5921 -0.7997 -1.1692  0.37
H 7.4830 -2.0796 0.6883  0.60
H 7.2799 -2.7782 3.0295  0.35
H 5.1017 -2.5695 4.2123  0.41
H 3.1391 -1.6680 2.9695  0.52
H 4.7437 -1.5790 -3.0227  0.38
H 5.8365 -1.8713 -4.3712  0.33
H 4.9685 -0.3469 -4.2550  0.35

Its charge is -2. The LUMO energy is 3.85 eV. The calculation puts the orbital gap at 5.98 eV. Its energy above the lowest of the compared OMol25 structures with the same formula, charge and spin is 170.42 kJ/mol.



C40H54BN10 | the ωB97M-V functional and the def2-TZVPD basis

Last column: Mulliken charge in e.
Element x y z (Å)
B 0.0098 -0.7496 0.0155  1.96
H 1.0609 -0.1593 -0.2185  -0.57
H -0.0662 -1.0254 1.1806  -0.67
H -0.8887 0.0108 -0.0849  -0.60
H -0.0934 -1.6144 -0.7681  -0.56
N -4.4873 -1.5299 2.0592  0.23
C -3.3522 -1.5921 3.0482  -0.76
C -4.0701 -1.8508 4.4122  -0.54
C -5.4864 -1.6015 4.1111  -1.00
C -5.6736 -1.5481 2.6664  0.02
H -4.2903 -1.6576 1.0348  0.45
H -2.3361 -1.6196 2.6530  0.46
H -3.5931 -1.8617 5.3501  0.43
H -6.1151 -1.6057 4.9233  0.46
H -6.7092 -1.4471 2.0918  0.23
N 2.0082 -1.6607 -3.0661  0.40
C 1.3706 -1.0335 -4.1080  -0.37
C 2.0923 -1.5585 -5.2801  -0.65
C 3.1626 -2.4136 -4.8362  -0.93
C 3.0230 -2.5421 -3.3204  -0.50
H 1.5551 -1.5296 -2.2226  -0.02
H 0.5610 -0.2512 -3.9932  0.61
H 1.6546 -1.4966 -6.4021  0.23
H 3.7188 -2.9072 -5.4238  0.83
H 3.6949 -2.9272 -2.4526  0.32
N 0.9840 3.8406 -2.9621  -0.04
C 1.3215 2.5237 -3.1530  0.18
C 1.8748 2.3001 -4.5712  0.27
C 2.0101 3.7948 -5.1212  -0.89
C 1.3834 4.7179 -4.0536  -0.47
H 0.8430 4.3656 -2.1715  0.24
H 0.8626 1.5958 -2.5003  -0.29
H 2.2688 1.3301 -5.1431  0.16
H 2.2924 4.0273 -6.0381  0.55
H 1.4638 5.9296 -3.9932  0.25
N 3.3033 -1.5981 4.0596  0.00
C 3.8185 -1.8464 5.3110  -0.37
C 3.1375 -1.0020 6.2215  -0.38
C 2.1100 -0.1704 5.4395  -0.62
C 2.2489 -0.7442 3.9948  -0.60
H 3.5447 -2.1053 3.1270  0.29
H 4.6210 -2.5723 5.5143  0.37
H 3.4261 -1.0904 7.2995  0.30
H 1.3199 0.4782 5.8738  0.32
H 1.6037 -0.6209 3.1487  0.64
N -3.2021 -1.5526 -0.6886  0.36
C -3.5744 -2.9604 -0.7119  -0.51
C -5.0735 -2.9101 -0.9734  -0.51
C -5.5236 -1.5299 -1.0010  -0.33
C -4.2939 -0.6912 -0.7105  -0.69
H -2.2139 -1.2058 -0.5401  -0.22
H -2.9298 -3.7518 -0.7955  0.64
H -5.7489 -3.8893 -1.0409  0.22
H -6.4246 -1.1293 -1.5632  0.38
H -4.3737 0.3538 -0.6936  0.40
N -3.3257 0.5330 -3.3226  0.07
C -4.2327 0.9205 -4.3279  -0.63
C -3.4501 2.1740 -4.9722  -0.65
C -2.1837 2.3095 -4.3476  -0.42
C -2.0611 1.1625 -3.3232  0.05
H -3.3728 -0.3052 -2.7479  0.24
H -5.0832 0.4202 -4.5963  0.49
H -3.7529 2.8004 -5.7437  0.43
H -1.3342 2.9453 -4.6590  0.22
H -1.3384 0.9698 -2.5136  0.29
N 5.3981 1.1240 -0.5743  0.00
C 6.5357 1.1182 -1.3600  -0.37
C 6.1244 0.9562 -2.8657  -1.24
C 4.5237 0.6256 -2.7151  -0.08
C 4.2418 0.8937 -1.2952  -0.61
H 5.5130 1.0123 0.4880  0.31
H 7.4872 1.1347 -0.8917  0.42
H 6.7661 1.0963 -3.5821  0.59
H 3.8727 0.2376 -3.5168  0.37
H 3.3207 0.8400 -0.8133  0.51
N 0.5696 -4.2945 0.5756  0.15
C 0.8030 -5.2662 -0.3999  -0.25
C 1.1161 -6.4822 0.3890  -0.70
C 0.7570 -6.1883 1.8252  -0.66
C 0.2931 -4.7530 1.9684  -0.46
H 0.0950 -3.4198 0.1658  0.15
H 0.7133 -5.0094 -1.4470  0.44
H 1.3889 -7.3327 -0.0959  0.49
H 0.5815 -6.9793 2.5534  0.33
H -0.0131 -4.0113 2.6708  0.48
N -4.2557 1.5666 3.4105  0.16
C -2.9969 1.7701 2.8037  -0.21
C -2.6952 3.2564 2.8135  -0.90
C -3.8776 3.8223 3.5358  -0.68
C -4.8130 2.7035 4.0022  -0.60
H -4.8126 0.8336 3.6919  0.32
H -2.4099 0.9350 2.2364  0.30
H -1.8927 3.6765 2.4458  0.75
H -4.0177 4.8216 3.8176  0.41
H -5.6309 2.7037 4.5793  0.46
N 3.4795 3.7766 1.3506  0.09
C 2.4825 2.9778 1.8144  -0.15
C 2.0652 3.3258 3.0961  -0.34
C 2.8472 4.6405 3.3874  -0.78
C 3.8841 4.7250 2.2409  -0.45
H 3.8809 3.8527 0.3808  0.28
H 2.1137 2.1800 0.9108  0.06
H 1.3439 2.8269 3.7557  0.43
H 2.8375 5.1733 4.2174  0.51
H 4.6849 5.4857 2.0504  0.32

Its charge is -1. The LUMO energy is 2.37 eV. The calculation puts the orbital gap at 7.91 eV. Its energy above the lowest of the compared OMol25 structures with the same formula, charge and spin is 156.07 kJ/mol.



C40H55BiN6 | the ωB97M-V functional and the def2-TZVPD basis

Last column: Mulliken charge in e.
Element x y z (Å)
Bi -0.2029 0.1267 0.6643  1.33
C -0.5450 -0.3191 -5.8851  -1.18
C -1.2314 0.7522 -5.0325  -1.22
C -0.5520 0.9532 -3.7125  0.87
C 0.4595 1.8226 -3.4214  0.84
C 1.0744 2.8460 -4.3250  -1.18
C 0.5237 4.2515 -4.0705  -1.07
C 0.8465 1.5781 -2.0577  -0.40
N 0.0738 0.5700 -1.5346  -0.53
C -0.7823 0.1659 -2.5301  -0.21
C -1.6738 -0.8924 -2.4390  -0.43
C -1.7725 -1.8087 -1.4045  0.01
C -2.5588 -3.0145 -1.4376  0.80
C -3.4590 -3.4215 -2.5625  -1.08
C -4.7891 -2.6633 -2.5598  -1.12
C -2.3023 -3.6898 -0.2802  0.87
C -1.3652 -2.8949 0.4705  0.08
C -0.8054 -3.2585 1.6844  -0.71
C 0.2167 -2.6080 2.3538  0.16
N 0.7775 -1.4133 1.9749  -0.73
C 1.7971 -1.1564 2.8577  0.16
C 2.6676 -0.0839 2.7807  -0.60
C 2.7555 0.8417 1.7544  -0.14
N 1.9064 0.9171 0.6781  -0.60
C 2.4024 1.8919 -0.1523  -0.18
C 1.8826 2.2184 -1.3939  -0.36
C 3.5935 2.4582 0.4259  0.99
C 3.8121 1.8088 1.6048  0.80
C 4.9778 1.9660 2.5300  -1.35
C 6.1198 1.0058 2.1847  -1.11
C 4.4206 3.5450 -0.1873  -1.11
C 3.8080 4.9349 0.0053  -1.08
C 1.8788 -2.2199 3.8267  0.77
C 0.8979 -3.1147 3.5172  0.93
C 0.6123 -4.4308 4.1691  -1.26
C 1.2799 -5.5999 3.4382  -1.02
C 2.8745 -2.2934 4.9417  -1.26
C 2.4573 -1.4555 6.1541  -1.11
N -1.0604 -1.7553 -0.2318  -0.70
C -2.7927 -5.0459 0.1224  -1.36
C -1.8046 -6.1530 -0.2567  -1.02
H -1.0543 -0.4444 -6.8397  0.41
H 0.4921 -0.0471 -6.0849  0.34
H -0.5402 -1.2822 -5.3722  0.28
H -1.2463 1.7003 -5.5736  0.47
H -2.2790 0.4815 -4.8774  0.44
H 2.1596 2.8449 -4.2032  0.47
H 0.8941 2.5634 -5.3629  0.41
H 0.7111 4.5660 -3.0414  0.23
H 0.9850 4.9816 -4.7344  0.41
H -0.5549 4.2766 -4.2399  0.28
H -2.2858 -1.0839 -3.3107  0.38
H -2.9464 -3.2759 -3.5165  0.43
H -3.6527 -4.4922 -2.4924  0.43
H -4.6318 -1.5857 -2.6458  0.23
H -5.4201 -2.9781 -3.3904  0.41
H -5.3341 -2.8492 -1.6329  0.33
H -1.1491 -4.1887 2.1163  0.36
H 3.4131 -0.0127 3.5612  0.33
H 2.3937 3.0014 -1.9386  0.47
H 5.3316 2.9971 2.4843  0.45
H 4.6581 1.8081 3.5622  0.49
H 6.4731 1.1734 1.1663  0.33
H 6.9609 1.1426 2.8631  0.39
H 5.7937 -0.0337 2.2519  0.29
H 5.4169 3.5227 0.2557  0.40
H 4.5663 3.3432 -1.2512  0.46
H 3.7032 5.1653 1.0664  0.32
H 4.4354 5.7023 -0.4466  0.40
H 2.8168 4.9987 -0.4487  0.23
H 0.9588 -4.3969 5.2028  0.45
H -0.4670 -4.5910 4.2240  0.48
H 2.3648 -5.4879 3.4402  0.33
H 1.0355 -6.5477 3.9160  0.40
H 0.9581 -5.6517 2.3962  0.19
H 3.0013 -3.3354 5.2380  0.42
H 3.8540 -1.9693 4.5830  0.45
H 1.4915 -1.7870 6.5375  0.33
H 3.1886 -1.5423 6.9565  0.40
H 2.3652 -0.4000 5.8918  0.29
H -2.9837 -5.0680 1.1976  0.47
H -3.7569 -5.2326 -0.3525  0.47
H -0.8326 -5.9923 0.2133  0.21
H -2.1755 -7.1281 0.0564  0.39
H -1.6473 -6.1789 -1.3357  0.32
N -4.4068 4.1248 -0.8088  -0.13
C -3.4034 4.7652 0.1229  -0.78
C -2.3570 3.7283 0.5053  -0.50
N -2.9172 2.5083 1.0643  -0.23
C -3.9247 1.9228 0.1940  -0.50
C -5.0314 2.8899 -0.2005  -0.82
H -3.9365 3.8670 -1.6803  0.36
H -5.1306 4.7976 -1.0656  0.35
H -3.9712 5.1080 0.9873  0.35
H -2.9799 5.6244 -0.3942  0.43
H -1.6657 4.1835 1.2129  0.53
H -1.7702 3.4655 -0.3837  0.15
H -3.2662 2.6487 2.0050  0.35
H -4.3804 1.0579 0.6742  0.52
H -3.4289 1.5529 -0.7126  0.16
H -5.5976 3.2345 0.6643  0.36
H -5.7161 2.4735 -0.9372  0.44

Its charge is +2. The LUMO energy is -5.77 eV. The calculation puts the orbital gap at 5.75 eV.



Per-record calculated total energy, Ha: -3556.54415 -8136.05982 -2128.25040 -2099.92428
Per-record strongest force on any atom, eV Å⁻¹: 4.17 0.84 12.81 0.18